The following is a DFT calculation (the ωB97M-V functional and the def2-TZVPD basis) of a structure of composition C10H19FHgINO4S at a distorted geometry.

Structure (XYZ):
```
38
Properties=species:S:1:pos:R:3:forces:R:3:nbo_charge:R:1
C 1.68338 -2.14032 1.55552 0.334 0.162 0.315 -0.63
C 2.71532 -1.44718 0.69360 0.014 -0.572 -0.268 -0.25
N 2.20005 -0.91999 -0.57499 0.029 0.190 0.548 -0.53
C 1.13295 0.09956 -0.55693 0.401 -0.740 -0.880 0.40
C 1.05345 1.06888 0.61217 -0.250 0.549 -0.169 -0.45
C 0.57852 2.49051 0.19557 -0.038 -0.100 0.787 -0.44
C -0.35509 3.08587 1.27006 -0.273 0.302 -0.636 -0.52
I -1.81681 4.32640 0.29462 0.118 -0.082 0.154 0.31
O 1.32264 0.79841 -1.81540 -0.037 0.610 0.449 -0.69
S 0.54173 0.27605 -3.07371 0.519 -0.335 -1.249 2.55
O -0.58390 1.03777 -3.43684 -0.069 0.159 0.761 -0.80
O 1.46425 -0.15503 -4.04984 -0.017 -0.367 0.372 -0.83
O -0.00574 -1.08189 -2.23508 -0.634 0.431 0.245 -0.84
C -0.14817 -0.69310 -0.78556 -1.588 0.123 -0.697 0.08
C -1.54475 -0.09094 -0.59620 0.253 -0.134 -0.219 -0.52
C -2.43211 -1.06125 0.19441 -0.063 0.771 0.575 0.23
C -3.49384 -0.38077 1.04229 -0.165 -0.602 -0.292 -0.65
F -3.00814 -1.91764 -0.72914 0.137 -0.439 -0.112 -0.36
H 1.24777 -2.99708 1.03362 -0.171 -0.029 -0.122 0.19
H 2.19955 -2.54777 2.42157 -0.008 -0.058 0.089 0.28
H 0.91188 -1.48170 1.94745 -0.183 -0.005 -0.092 0.22
H 3.26345 -0.67672 1.24110 -0.132 0.180 0.108 0.24
H 3.46734 -2.18725 0.42443 0.137 0.054 -0.114 0.24
H 2.95886 -0.60398 -1.17229 0.059 -0.061 -0.120 0.43
H 2.00233 1.15842 1.12810 0.114 -0.180 0.079 0.26
H 0.30755 0.67485 1.30011 0.166 -0.273 0.201 0.23
H 0.06747 2.48403 -0.75713 0.111 -0.055 -0.202 0.23
H 1.45422 3.12938 0.14739 0.017 0.117 -0.472 0.25
H -0.94191 2.34586 1.80006 0.045 -0.059 0.181 0.21
H 0.16293 3.74999 1.94852 0.045 -0.099 0.238 0.26
H -0.11620 -1.64026 -0.25247 0.306 0.061 0.286 0.21
H -1.55054 0.90453 -0.16663 0.181 0.075 0.201 0.25
H -1.98162 0.00671 -1.58733 -0.201 0.170 -0.005 0.29
H -1.81864 -1.67058 0.86412 0.116 -0.167 -0.050 0.15
H -3.78317 -1.06046 1.83919 -0.032 0.070 0.164 0.25
H -3.11966 0.54494 1.46525 -0.054 0.124 0.097 0.22
H -4.39270 -0.20866 0.45607 0.030 0.301 -0.149 0.26
Hg 0.35735 -3.21959 -2.08568 0.781 -0.094 0.001 1.29
```
Forces are in eV/Å.

Orbital gap ... 2.0 eV
Total charge ... +2
F_max ... 1.7 eV/Å
E_LUMO ... -12.8 eV



The following is a DFT calculation (the ωB97M-V functional and the def2-TZVPD basis) of a cluster of 2 separate species, C10H19N2O2 in total at a distorted geometry.

Structure (XYZ):
```
33
Properties=species:S:1:pos:R:3:forces:R:3:nbo_charge:R:1
C 1.87051 1.36198 -2.02501 0.796 1.591 -1.600 -0.41
C 3.15375 -1.16230 -0.43718 -0.162 -0.116 -0.112 -0.49
C 0.87568 0.62830 -1.54168 -0.860 1.468 0.102 -0.07
C 2.01553 -1.21346 0.17653 0.264 1.372 -0.563 0.17
C 2.01875 1.13095 1.78965 -1.739 1.635 1.072 0.53
C -1.70161 -2.53841 0.37420 3.004 -1.434 1.351 -0.61
C -3.01791 0.53464 0.33002 -1.342 2.829 1.184 -0.66
C -0.96016 -1.49524 -0.46042 -1.047 2.197 -0.860 -0.42
C -0.55124 -0.12109 0.21879 -2.401 0.973 2.118 -0.09
C -1.62909 1.03686 0.05693 1.247 0.272 -1.689 0.10
N 1.39212 1.43159 0.62949 -0.100 0.035 -0.425 -0.46
N 0.75423 0.47627 -0.12298 2.338 -4.758 -0.925 -0.16
O 2.04876 0.05662 2.28472 0.593 -2.069 0.549 -0.55
O -1.26094 2.11923 0.97195 1.212 -2.499 -1.035 -0.73
H 1.75245 1.80279 -3.05443 0.374 -1.107 0.937 0.25
H 2.79892 1.76808 -1.49322 -1.805 -0.790 -0.431 0.24
H 3.85927 -1.99893 -0.26400 -0.516 0.415 -0.148 0.30
H 3.46722 -0.36527 -1.10906 -0.074 -0.138 0.088 0.26
H -0.08816 0.32691 -2.05647 1.781 0.341 0.281 0.25
H 1.57650 -1.76559 0.96491 -0.717 -0.253 0.306 0.24
H 2.21230 2.01908 2.38407 0.811 0.605 -0.229 0.16
H -2.03904 -3.32722 -0.28185 -0.170 -0.104 -0.349 0.24
H -0.96213 -3.14542 1.13355 -2.014 1.863 -1.399 0.22
H -2.56680 -2.08311 0.81124 -0.234 -0.107 0.830 0.22
H -3.82066 1.32060 0.10401 1.130 -1.167 -0.317 0.24
H -3.22354 -0.39083 -0.08610 -0.642 -1.383 -1.421 0.22
H -3.21734 0.37698 1.38549 0.591 0.000 0.498 0.24
H -0.10945 -1.85698 -1.00112 0.383 -0.543 -0.336 0.23
H -1.73945 -1.17072 -1.20509 1.002 -0.433 0.076 0.22
H -0.59546 -0.27580 1.29615 0.577 -0.069 0.222 0.25
H -1.52356 1.43895 -1.06278 -0.458 -0.718 2.195 0.17
H 1.19127 2.38365 0.39533 -0.257 0.388 -0.121 0.43
H -1.98079 2.69693 0.89435 -1.566 1.705 0.152 0.48
```
Forces are in eV/Å.

Orbital gap (alpha / beta) ... 8.9 / 8.9 eV
Total charge ... +1
F_max ... 5.4 eV/Å
E_LUMO (alpha / beta) ... -4.4 / -4.4 eV
Energy relative to the best compared isomer or geometry (same formula, charge and spin) ... 95.9 kcal per mole



The following is a DFT calculation (the ωB97M-V functional and the def2-TZVPD basis) of a cluster of 2 separate species, C10H19N2O2S in total at a distorted geometry.

Structure (XYZ):
```
34
Properties=species:S:1:pos:R:3:forces:R:3:nbo_charge:R:1
C -2.48511 -0.56498 0.26706 -1.204 -2.510 -1.209 0.76
C 3.07104 -1.51310 0.17436 2.709 -1.303 -1.279 -0.39
C 2.02027 -1.57656 -0.93859 0.781 0.590 -0.956 -0.39
C 2.58679 -1.23507 1.52595 -1.168 0.777 1.491 -0.40
C 1.12678 -0.33254 -0.95519 -0.945 0.726 0.293 -0.51
C 1.84534 0.12742 1.39171 1.511 -0.669 -2.088 -0.45
C 0.61361 -0.13051 0.48806 1.501 0.428 0.006 -0.39
C -4.62757 -1.11355 -0.72573 1.543 1.367 0.953 -0.36
C -4.22310 1.34144 -0.40230 -0.399 0.559 0.577 -0.65
C -3.83094 -0.12518 -0.28505 -0.636 -0.799 -1.174 -0.11
N 2.66377 2.28199 -1.36984 1.245 -0.554 0.057 -1.48
N 0.05110 2.15910 1.77503 -1.031 -1.804 -2.369 -0.93
O -1.95418 0.36036 0.95487 1.231 2.029 1.514 -0.74
O -2.07939 -1.72979 0.13921 -0.379 1.736 0.056 -0.63
S -0.43548 1.36865 0.47372 1.513 -0.068 2.318 1.24
H 3.65481 -2.49619 0.19375 -0.506 1.118 -0.327 0.18
H 3.77748 -0.68701 -0.05220 -0.099 -0.617 -0.305 0.21
H 2.59277 -1.74207 -1.90735 -0.862 0.384 0.959 0.21
H 1.39031 -2.43445 -0.79538 -0.365 -0.700 0.120 0.19
H 1.97391 -2.08296 1.82256 -0.768 0.044 0.278 0.18
H 3.33311 -1.19079 2.34957 0.087 0.168 -0.871 0.20
H 1.59778 0.63858 -1.22228 0.764 -0.389 -0.189 0.33
H 0.24380 -0.36213 -1.62077 0.314 -0.708 -0.013 0.19
H 1.61933 0.55036 2.34426 -0.126 0.542 0.378 0.23
H 2.58571 0.74154 0.68980 -1.644 -0.311 2.008 0.27
H 0.11129 -1.03096 0.81638 -0.791 0.273 0.240 0.25
H 3.68329 2.19905 -1.67533 -1.609 0.388 0.288 0.29
H -4.21698 -2.10962 -0.70760 -0.473 -0.280 -0.041 0.23
H -5.58880 -0.78277 -0.99649 -1.242 -0.435 -0.750 0.18
H -4.98977 1.62072 -1.12822 -0.372 -1.059 -0.225 0.21
H -3.42502 1.96682 -0.79538 0.576 -0.026 0.657 0.23
H -4.65328 1.76948 0.53425 0.878 -0.269 -0.339 0.22
H 2.25240 3.04224 -1.90341 0.259 0.266 -0.265 0.29
H -0.28505 3.07250 1.54058 -0.293 1.106 0.208 0.34
```
Forces are in eV/Å.

Orbital gap ... 4.9 eV
Total charge ... -1
F_max ... 3.3 eV/Å
E_LUMO ... 2.8 eV
Energy relative to the best compared isomer or geometry (same formula, charge and spin) ... 48.5 kcal per mole